# 1
C5H8O2 | ωB97M-V/def2-TZVPD

Geometry as XYZ:
```
15
Properties=species:S:1:pos:R:3:forces:R:3
C -0.18619 0.29167 -2.21919 0.2 0.0 -0.1
C 0.95105 -0.37920 0.52918 -0.2 0.0 0.3
C 0.77413 -1.18682 1.74906 -0.1 0.0 -0.1
C 0.09009 0.83964 0.54759 0.1 0.0 0.0
C -1.25974 0.37036 -0.05294 -0.3 -0.1 0.2
O -2.22673 0.21031 0.64262 0.4 0.1 -0.3
O -1.32506 0.13445 -1.36744 -0.1 0.0 0.2
H -0.07451 1.34199 -2.50706 0.0 -0.1 0.0
H 0.71962 -0.08324 -1.73275 -0.1 0.1 -0.1
H -0.40342 -0.30541 -3.10552 0.0 0.1 0.1
H -0.12051 -1.00118 2.36343 0.1 0.0 -0.1
H 0.92064 -2.25558 1.56295 0.0 0.2 0.1
H 1.65930 -0.87719 2.33784 0.0 0.0 -0.1
H -0.17387 1.22566 1.54101 0.1 -0.1 -0.1
H 0.49483 1.64024 -0.08370 -0.1 -0.2 0.0
```
Forces are in eV/Å.

**Electronic energy**: -9405.9366 eV
**Largest force on an atom**: 0.52 eV Å⁻¹
**Total charge**: 0
**Lowest unoccupied orbital energy**: -0.3917 eV
**HOMO**: -0.3202 Ha


# 2
C5H8O2 | ωB97M-V/def2-TZVPD

Geometry as XYZ:
```
15
Properties=species:S:1:pos:R:3:forces:R:3
C 0.86241 -1.01949 0.94047 -0.1 -0.1 -0.1
C -0.06082 -0.13966 0.11433 0.2 0.0 0.3
C -1.07426 0.59688 0.97247 0.1 0.0 -0.1
C 0.63439 0.66499 -0.99034 -0.5 0.2 0.1
C -0.43177 0.07716 -1.87582 0.3 0.7 -1.3
O -0.79126 0.25289 -3.00464 -0.1 -0.4 0.9
O -0.78821 -0.86231 -0.97152 -0.5 -0.3 0.5
H 1.58784 -1.54033 0.30912 -0.1 0.0 0.0
H 1.42591 -0.39728 1.65157 -0.2 -0.1 -0.2
H 0.29800 -1.75823 1.51456 0.0 0.0 0.0
H -1.75668 1.17868 0.34689 0.1 0.0 0.1
H -1.66250 -0.11567 1.56203 0.1 0.1 -0.1
H -0.56281 1.27657 1.66236 -0.1 -0.1 -0.1
H 0.85494 1.73084 -0.94045 -0.1 -0.2 0.0
H 1.46482 0.05497 -1.29104 1.0 0.2 -0.1
```
Forces are in eV/Å.

**Electronic energy**: -9409.4416 eV
**Largest force on an atom**: 1.47 eV Å⁻¹
**Total charge**: 0
**Lowest unoccupied orbital energy**: 0.7191 eV
**HOMO**: -0.3792 Ha


# 3
C5H8O2 | ωB97M-V/def2-TZVPD

Geometry as XYZ:
```
15
Properties=species:S:1:pos:R:3:forces:R:3
C 1.55905 -1.00060 1.37670 0.1 0.0 0.0
C 0.67305 0.18745 1.00770 0.0 0.0 0.1
C 0.21304 0.14499 -0.45185 0.0 0.0 0.1
C -1.18955 0.65317 -0.65487 -0.1 0.0 0.4
O -1.95780 0.95545 0.23147 0.2 -0.1 -0.4
C -1.70038 0.76375 -2.09426 0.2 -0.1 -0.4
O -1.01700 0.53050 -3.05911 -0.3 0.1 0.5
H 0.99957 -1.93928 1.28082 0.1 0.1 0.0
H 1.91376 -0.92515 2.41043 -0.1 0.0 -0.2
H 2.43619 -1.06633 0.72303 -0.1 0.0 0.1
H 1.20609 1.12697 1.19360 -0.1 -0.1 0.0
H -0.20964 0.20352 1.65541 0.1 0.0 -0.1
H 0.88073 0.69554 -1.12633 -0.1 -0.1 0.1
H 0.22387 -0.88434 -0.84025 0.0 0.1 0.0
H -2.75913 1.07923 -2.15762 0.1 0.0 0.0
```
Forces are in eV/Å.

**Electronic energy**: -9409.0002 eV
**Largest force on an atom**: 0.57 eV Å⁻¹
**Total charge**: 0
**Structure (SMILES)**: CCCC(=O)C=O
**Lowest unoccupied orbital energy**: -0.4424 eV
**HOMO**: -0.3626 Ha


# 4
C5H8O2 | ωB97M-V/def2-TZVPD

Geometry as XYZ:
```
15
Properties=species:S:1:pos:R:3:forces:R:3
C 1.86672 0.92055 -0.43207 -0.1 0.7 0.2
C 0.90949 0.20011 0.09334 0.8 -3.9 1.2
C 0.78760 -1.06869 1.17056 0.6 1.7 -0.8
C -0.17071 -0.78951 0.09327 -3.0 2.2 -0.3
O -0.25564 -1.65686 -0.98830 0.1 0.2 0.1
O -1.52060 -0.23145 0.42000 1.8 -1.9 0.4
C -1.75230 0.97230 -0.24252 1.3 1.0 -0.5
H 1.65815 1.65963 -1.19182 0.0 -0.1 -0.4
H 2.87412 0.90311 -0.04074 0.0 0.1 0.2
H 0.61751 -0.67700 2.16124 -0.4 -0.1 0.1
H 1.38357 -1.96791 1.09442 0.2 0.1 -0.2
H -1.09064 -2.13466 -0.89583 0.1 0.1 0.1
H -1.93396 0.81670 -1.31360 -0.3 0.1 0.1
H -2.58525 1.48671 0.24609 0.2 -0.1 -0.2
H -0.78808 1.56697 -0.17405 -1.4 0.0 0.0
```
Forces are in eV/Å.

**Electronic energy**: -9406.1010 eV
**Largest force on an atom**: 4.21 eV Å⁻¹
**Total charge**: 0
**Structure (SMILES)**: C=C1C[C@@]1(O)OC
**Lowest unoccupied orbital energy**: 0.9491 eV
**HOMO**: -0.3545 Ha


# 5
C5H8O2 | ωB97M-V/def2-TZVPD

Geometry as XYZ:
```
15
Properties=species:S:1:pos:R:3:forces:R:3
C 1.79747 -0.11438 0.67340 0.0 0.0 0.0
C 0.57787 0.10886 -0.15945 0.2 -0.2 0.2
C -0.15070 -0.87809 -1.02960 0.0 -0.1 -0.1
C -0.87105 -0.15863 0.08781 0.1 0.2 -0.1
O -1.43137 -0.77769 1.18760 -0.2 -0.2 -0.1
C -1.07636 1.30252 -0.28017 -0.4 0.1 0.0
O 0.32161 1.43967 -0.61742 0.1 0.1 0.0
H 2.64554 0.40959 0.22220 -0.1 -0.1 0.0
H 2.04322 -1.17726 0.74250 -0.1 0.1 0.0
H 1.64954 0.27926 1.68419 0.1 0.0 -0.1
H -0.35534 -0.64855 -2.07440 0.0 0.0 0.2
H 0.07094 -1.92106 -0.81022 0.0 0.2 0.0
H -2.16526 -1.33100 0.89153 0.1 0.1 0.1
H -1.73409 1.56111 -1.11907 0.1 -0.1 0.1
H -1.32201 1.90564 0.60108 0.0 0.0 -0.1
```
Forces are in eV/Å.

**Electronic energy**: -9407.3832 eV
**Largest force on an atom**: 0.36 eV Å⁻¹
**Total charge**: 0
**Lowest unoccupied orbital energy**: 0.7806 eV
**HOMO**: -0.3338 Ha


# 6
C5H8O2 | ωB97M-V/def2-TZVPD

Geometry as XYZ:
```
15
Properties=species:S:1:pos:R:3:forces:R:3
O 2.13014 0.94576 -1.09589 0.2 -0.2 -0.1
C 1.53985 0.69735 0.04388 0.3 1.1 -0.2
C 0.12432 1.19573 -0.03255 0.1 0.1 0.0
C -0.78756 0.01456 0.25246 0.5 -0.1 0.2
O -2.10675 0.31649 0.59511 -0.1 0.0 -0.2
C -0.50169 -1.27618 -0.45619 0.2 0.0 0.1
C -0.06314 -1.06181 0.99629 -0.1 0.0 0.4
H 3.02260 0.58597 -0.99918 0.1 0.2 -0.3
H 0.98492 -0.72654 1.22543 -1.2 -1.2 -0.2
H 0.03447 1.92205 0.78719 -0.1 -0.1 0.0
H -0.10203 1.71121 -0.97141 -0.1 -0.1 -0.1
H -2.57413 0.53169 -0.22279 0.0 0.0 0.2
H -1.36816 -1.91459 -0.65237 0.4 0.2 0.3
H 0.26252 -1.32515 -1.22804 -0.1 0.1 0.0
H -0.59536 -1.61654 1.75806 -0.1 0.0 0.0
```
Forces are in eV/Å.

**Electronic energy**: -9405.7223 eV
**Largest force on an atom**: 1.71 eV Å⁻¹
**Total charge**: 0
**Lowest unoccupied orbital energy**: 0.7761 eV
**HOMO**: -0.3115 Ha